A molecular structure, C35H35CoN4O2P. Source: OMol25; level of theory: ωB97M-V with the def2-TZVPD basis set.

Last column: Löwdin charge in e.
Geometry (Å):
Co  -0.0228  -0.4047  -0.4123  0.427
C  -2.4777  0.5009  2.8704  -0.007
C  -1.5980  0.3796  3.9342  -0.002
C  -0.2822  0.0216  3.6866  0.028
C  0.1308  -0.1944  2.3812  -0.197
N  -0.7258  -0.0413  1.3529  -0.001
C  -1.9992  0.2825  1.5933  -0.099
C  1.4882  -0.6598  2.0085  -0.207
C  2.5024  -0.8721  2.9279  0.023
C  3.7331  -1.3280  2.4771  -0.010
C  3.9108  -1.5585  1.1245  -0.011
C  2.8502  -1.3200  0.2667  -0.082
N  1.6686  -0.8785  0.6938  0.058
H  -3.5167  0.7574  3.0193  0.127
H  -1.9331  0.5485  4.9486  0.130
H  0.4089  -0.0982  4.5070  0.121
H  -2.6448  0.3636  0.7289  0.121
H  2.3468  -0.6867  3.9801  0.118
H  4.5402  -1.4992  3.1765  0.128
H  4.8521  -1.9157  0.7323  0.124
H  2.9424  -1.4938  -0.7979  0.115
O  0.9512  -2.2004  -2.3096  -0.027
N  0.7600  -0.8366  -2.1387  -0.092
C  1.2835  -0.1768  -3.0961  -0.032
C  1.3426  1.2673  -3.2873  -0.195
C  2.0299  1.6776  -4.4334  -0.009
C  2.1432  3.0178  -4.7563  -0.030
C  1.5571  3.9707  -3.9376  -0.026
C  0.8713  3.5757  -2.7985  -0.048
C  0.7569  2.2331  -2.4577  -0.280
P  -0.1668  1.8042  -0.9548  1.111
C  0.4290  2.9698  0.2939  -0.342
C  1.5732  2.6191  1.0090  -0.093
C  2.1277  3.5008  1.9231  -0.056
C  1.5431  4.7426  2.1294  -0.049
C  0.4121  5.1052  1.4107  -0.047
C  -0.1428  4.2271  0.4921  -0.090
C  -1.8822  2.2316  -1.3629  -0.342
C  -2.3287  1.9947  -2.6643  -0.074
C  -3.6538  2.2222  -3.0007  -0.051
C  -4.5447  2.6890  -2.0443  -0.049
C  -4.1098  2.9229  -0.7473  -0.055
C  -2.7866  2.6893  -0.4031  -0.127
H  0.2537  -2.5942  -1.7450  0.042
H  1.7417  -0.7800  -3.8759  0.152
H  2.4790  0.9314  -5.0769  0.124
H  2.6832  3.3162  -5.6441  0.123
H  1.6333  5.0216  -4.1815  0.123
H  0.4221  4.3308  -2.1664  0.112
H  2.0502  1.6631  0.8310  0.089
H  3.0203  3.2232  2.4681  0.113
H  1.9734  5.4318  2.8435  0.118
H  -0.0379  6.0773  1.5604  0.118
H  -1.0194  4.5298  -0.0653  0.105
H  -1.6408  1.6465  -3.4259  0.110
H  -3.9877  2.0432  -4.0138  0.118
H  -5.5759  2.8770  -2.3110  0.118
H  -4.7998  3.2976  -0.0030  0.116
H  -2.4610  2.8819  0.6115  0.099
O  -0.8116  -2.3717  -0.4216  -0.022
C  -1.4019  -3.2665  0.2147  -0.414
C  -1.5120  -3.2941  1.7048  -0.065
C  -0.5104  -4.4105  2.1448  -0.140
C  0.6093  -4.7790  1.1408  -0.173
C  0.2157  -5.7482  0.0065  -0.154
C  -0.6931  -5.1593  -1.0739  -0.128
N  -1.7749  -4.4092  -0.4012  0.105
H  -2.5258  -3.5441  2.0205  0.136
H  -1.2522  -2.3296  2.1264  0.086
H  -1.0691  -5.3181  2.3811  0.119
H  -0.0516  -4.0887  3.0797  0.114
H  1.3959  -5.2694  1.7152  0.119
H  1.0692  -3.8723  0.7293  0.102
H  -0.2836  -6.6133  0.4542  0.122
H  1.1176  -6.1364  -0.4701  0.123
H  -1.1366  -5.9320  -1.6974  0.131
H  -0.1595  -4.4857  -1.7399  0.107
H  -2.2992  -5.0192  0.2147  0.149

Atomic forces in eV per Å
Co -0.14 0.06 -0.14
C 0.00 -0.01 0.03
C -0.01 0.00 -0.01
C 0.02 -0.01 -0.03
C -0.04 0.02 -0.01
N -0.01 0.00 0.05
C 0.01 -0.04 -0.01
C 0.05 -0.01 0.02
C 0.00 -0.02 -0.01
C -0.02 0.02 0.01
C 0.02 -0.01 -0.01
C 0.02 0.00 -0.08
N -0.04 0.03 0.14
H 0.00 0.01 0.00
H 0.00 0.00 0.00
H 0.00 0.00 0.01
H 0.00 -0.01 0.00
H 0.00 0.00 0.01
H 0.00 0.00 0.00
H 0.00 0.00 0.00
H -0.01 0.01 0.01
O 0.05 0.00 -0.05
N -0.04 0.02 0.04
C 0.04 -0.10 -0.08
C -0.03 0.07 0.00
C -0.01 -0.04 0.03
C -0.01 0.04 0.01
C 0.02 -0.01 -0.03
C -0.02 -0.02 0.02
C 0.03 0.02 0.03
P 0.14 -0.10 -0.01
C -0.06 0.04 0.00
C 0.03 -0.01 0.00
C 0.00 -0.01 0.00
C -0.02 0.01 -0.01
C 0.02 0.00 0.03
C -0.01 -0.01 0.01
C -0.01 -0.05 -0.02
C 0.00 0.01 0.00
C -0.01 0.01 0.01
C 0.01 -0.01 -0.02
C 0.00 0.00 0.01
C -0.01 0.00 0.01
H 0.03 0.09 -0.02
H 0.00 0.01 0.00
H 0.00 0.00 0.00
H 0.00 0.00 0.00
H 0.00 0.00 0.00
H 0.00 0.00 0.01
H 0.00 0.00 -0.01
H 0.00 0.00 0.00
H 0.00 0.00 0.00
H 0.00 0.00 0.00
H 0.03 0.00 -0.02
H 0.00 0.00 0.01
H 0.00 0.00 0.00
H 0.00 0.00 0.00
H 0.00 0.00 0.00
H 0.00 0.01 -0.01
O 0.02 0.06 0.09
C -0.04 -0.08 0.00
C -0.01 0.03 -0.01
C 0.01 -0.01 0.02
C 0.01 0.00 0.00
C 0.01 -0.03 0.00
C -0.01 0.01 -0.03
N 0.01 0.02 0.04
H 0.00 0.00 -0.01
H 0.00 0.00 0.01
H 0.00 0.00 0.00
H 0.01 0.01 0.00
H -0.01 0.00 0.00
H -0.01 0.00 0.00
H 0.00 0.01 0.00
H 0.01 0.01 0.00
H 0.00 0.00 0.00
H 0.00 -0.03 0.00
H 0.00 0.01 -0.01

As for the spin multiplicity: 2. Its LUMO energy (alpha / beta) is -0.2163 / -0.2149 hartree. As for the energy relative to the best compared isomer or geometry (same formula, charge and spin): 0.0 kcal/mol. As for the expectation value of S²: 0.767. The value obtained for the total energy is -93822.625 eV. The highest occupied orbital energy (alpha / beta) is -13.97 / -14.15 eV. As for the orbital gap (alpha / beta): 8.08 / 8.30 eV. As for the charge: +2.

---

A gas-phase ion, C3H8N3S (charge +1). Source: OMol25; level of theory: ωB97M-V with the def2-TZVPD basis set.

Last column: Löwdin charge in e.
Geometry (Å):
C  2.1171  0.2565  0.7451  -0.061
N  1.3204  -0.5125  -0.1893  -0.646
S  0.9021  -2.0640  -0.1399  0.981
C  0.5259  0.2440  -1.0848  -0.220
N  -0.9138  0.0870  -0.6328  0.017
C  -1.4212  -1.0731  -0.2070  -0.225
N  -2.5232  -1.3383  0.4456  0.135
H  1.6562  0.3843  1.6326  0.052
H  3.0494  -0.3151  0.9508  0.113
H  2.2713  1.2313  0.2103  0.115
H  0.6150  1.3987  -0.9525  0.171
H  0.7026  -0.1029  -2.0686  0.116
H  -1.5773  0.8167  -0.9234  0.167
H  -3.3857  -0.8378  0.3589  0.116
H  -2.7995  -2.2944  0.8304  0.169

Atomic forces in eV per Å
C 2.34 -0.39 -2.46
N 0.00 0.27 -0.74
S -1.86 0.66 0.00
C -0.90 2.13 1.18
N -2.57 -1.61 -0.33
C 3.78 0.37 1.32
N -1.09 -2.10 0.01
H -1.79 0.66 3.03
H -0.44 0.78 -0.34
H 0.45 -0.95 0.96
H 0.57 -2.17 -0.51
H -0.33 -0.12 -1.22
H 0.67 -0.12 0.25
H -0.28 1.08 -0.20
H 1.45 1.52 -0.94

Its SMILES is CN([S-])C[NH+]=C=[NH2+]. Its LUMO energy is -0.1982 hartree. As for the energy relative to the best compared isomer or geometry (same formula, charge and spin): 64.8 kcal/mol. The value obtained for the total energy is -18536.696 eV. The highest occupied orbital energy is -12.98 eV. As for the orbital gap: 7.59 eV. As for the charge: +1.

---

A single H3NO2S2 molecule. Source: OMol25; level of theory: ωB97M-V with the def2-TZVPD basis set.

Last column: Löwdin charge in e.
Geometry (Å):
N  0.0111  -1.6700  -0.3571  -0.384
O  -1.2102  0.7757  -0.2262  -0.873
O  1.1639  0.7172  0.7294  -0.556
S  0.2638  1.5356  -0.0703  0.827
S  -1.2551  -0.7030  -0.9893  0.826
H  1.0196  -1.3875  -0.6168  0.058
H  0.2449  -1.8804  0.6374  0.056
H  -0.2380  2.6125  0.8930  0.046

Atomic forces in eV per Å
N 2.43 0.68 -0.22
O 0.18 1.01 1.33
O -0.02 0.00 0.23
S -0.44 1.52 0.46
S 1.93 -1.61 0.65
H -2.41 -0.21 -0.46
H -1.88 0.38 -0.57
H 0.22 -1.77 -1.42

Its LUMO energy is 0.0162 hartree. As for the energy relative to the best compared isomer or geometry (same formula, charge and spin): 21.3 kcal/mol. The value obtained for the total energy is -27301.525 eV. The highest occupied orbital energy is -9.06 eV. As for the orbital gap: 9.50 eV. As for the charge: 0.

---

A molecular structure, C17H39OP3STi. Source: OMol25; level of theory: ωB97M-V with the def2-TZVPD basis set.

Last column: Löwdin charge in e.
Geometry (Å):
Ti  0.2995  -1.9966  -0.2039  0.781
P  3.0431  0.2355  2.0149  0.762
P  -1.0145  -0.9227  1.6953  0.828
P  -2.3954  2.7013  -2.8083  0.823
H  1.4380  0.2249  -2.7803  0.088
C  0.6533  0.2938  -2.0111  -0.216
C  1.1028  -0.3601  -0.7470  -0.348
H  2.1361  -0.7902  -0.8834  0.111
C  4.1252  -0.8740  3.0143  -0.296
C  2.9642  1.6279  3.2111  -0.286
C  4.3585  0.9242  0.9233  -0.283
C  -2.7421  -1.3842  2.0501  -0.230
C  -0.1820  -1.2727  3.2841  -0.230
C  -1.1181  0.8978  1.6476  -0.219
C  -2.8277  3.5868  -4.2829  -0.205
C  -1.2198  3.5996  -1.8092  -0.217
C  -3.8093  2.1540  -1.8526  -0.203
H  0.4098  1.3581  -1.8545  0.043
H  1.1324  0.3496  0.1023  0.022
H  4.5447  -1.6700  2.3758  0.045
H  3.5309  -1.3272  3.8243  0.043
H  4.9468  -0.2841  3.4523  0.064
H  2.4323  1.2880  4.1152  0.048
H  2.4024  2.4557  2.7542  0.042
H  3.9752  1.9672  3.4769  0.060
H  4.7479  0.1053  0.3046  0.043
H  5.1732  1.3642  1.5133  0.061
H  3.9187  1.6928  0.2710  0.043
H  -3.0840  -0.8608  2.9589  0.081
H  -2.8117  -2.4689  2.2150  0.065
H  -3.3969  -1.1154  1.2084  0.059
H  -0.7991  -0.8904  4.1076  0.076
H  0.8116  -0.8040  3.3236  0.005
H  -0.0677  -2.3602  3.4064  0.064
H  -1.8265  1.2479  2.4100  0.077
H  -1.4695  1.2307  0.6609  0.029
H  -0.1380  1.3495  1.8384  0.046
H  -3.9081  3.7778  -4.3067  0.074
H  -2.5546  2.9626  -5.1464  0.066
H  -2.2857  4.5377  -4.3492  0.075
H  -1.3542  4.6811  -1.9584  0.078
H  -0.1971  3.3277  -2.1033  0.048
H  -1.3539  3.3776  -0.7384  0.053
H  -4.6969  2.7417  -2.1276  0.076
H  -3.6298  2.2680  -0.7729  0.056
H  -3.9893  1.0925  -2.0705  0.051
C  -0.9877  -1.6168  -2.4602  -0.364
C  -1.7858  -1.7789  -1.3206  -0.139
C  -1.7409  -2.9949  -0.5936  -0.118
C  -0.7355  -3.9358  -0.8571  -0.079
C  0.2634  -3.6255  -1.8008  -0.084
C  0.1009  -2.4854  -2.6167  -0.087
S  -0.9348  0.0608  -3.5214  0.944
H  -1.7137  1.3318  -3.3608  -0.218
H  -2.5064  -0.9907  -1.0366  0.131
H  -2.4848  -3.1864  0.1782  0.128
H  -0.6856  -4.8619  -0.2844  0.159
H  1.1127  -4.2992  -1.9710  0.162
H  0.8486  -2.3000  -3.3993  0.159
O  1.7164  -2.9604  1.0197  -0.077
H  2.1815  -2.5269  1.7815  0.085
H  2.0772  -3.8696  0.8902  0.142

Atomic forces in eV per Å
Ti -0.04 -0.97 1.79
P 1.24 0.32 0.54
P -0.10 0.33 1.18
P 0.68 -0.86 -0.91
H -0.50 0.12 0.25
C 1.21 3.09 -1.59
C 0.35 1.72 -1.66
H -0.51 0.30 -0.03
C -0.22 -0.27 -0.01
C -0.68 -0.05 0.05
C -0.44 -0.18 -0.43
C -0.13 -0.29 -0.16
C 0.05 -0.17 0.11
C 0.04 0.19 -0.27
C -0.45 0.51 -0.66
C 0.35 0.58 0.59
C -0.38 0.05 0.36
H 0.24 -0.59 -0.09
H -0.05 -0.45 -0.34
H -0.04 0.23 0.31
H 0.34 0.06 -0.13
H -0.25 -0.35 -0.13
H 0.20 0.31 -0.22
H 0.20 -0.09 0.29
H -0.33 -0.12 -0.05
H 0.07 0.30 0.01
H -0.23 -0.15 -0.15
H 0.29 -0.16 0.10
H 0.15 -0.20 -0.38
H -0.07 0.32 0.09
H 0.09 -0.04 0.28
H 0.17 -0.08 -0.14
H -0.36 -0.10 -0.08
H -0.08 0.29 0.04
H 0.19 -0.11 -0.14
H 0.04 -0.05 0.22
H -0.13 -0.13 -0.02
H 0.26 0.09 -0.12
H -0.18 0.32 0.19
H -0.17 -0.16 -0.01
H 0.10 -0.27 0.14
H -0.28 0.28 0.02
H 0.05 0.09 -0.37
H 0.17 -0.27 0.15
H -0.07 0.02 -0.36
H -0.13 0.23 -0.01
C 0.46 1.43 -0.41
C -1.11 0.52 -0.42
C -0.25 -0.66 -0.34
C -0.52 -0.48 -0.27
C -0.27 -0.72 -0.54
C 0.51 -0.52 -0.49
S 2.86 -6.59 2.62
H -2.11 3.41 1.74
H 0.31 -0.68 -0.30
H 0.24 0.05 -0.20
H -0.02 0.21 -0.11
H -0.42 0.25 0.05
H -0.35 -0.01 0.34
O 0.48 -0.31 0.46
H -0.30 -0.36 -0.66
H -0.16 0.85 0.28

As for the spin multiplicity: 2. Its LUMO energy (alpha / beta) is -0.3738 / -0.3843 hartree. As for the energy relative to the best compared isomer or geometry (same formula, charge and spin): 41.8 kcal/mol. As for the expectation value of S²: 0.755. The value obtained for the total energy is -82096.790 eV. The highest occupied orbital energy (alpha / beta) is -16.65 / -16.66 eV. As for the orbital gap (alpha / beta): 6.48 / 6.20 eV. As for the charge: +3.

---

> charge of number 4 (C17H39OP3STi)?

+3